[1]
Computed, not measured: a 2-piece molecular cluster, C15H25NO4 overall in a non-equilibrium geometry, with the ωB97M-V functional and the def2-TZVPD basis.

Computed properties:
LUMO level (alpha / beta) = -2.17 / -1.65 eV
energy above the lowest of the compared OMol25 structures with the same formula, charge and spin = 170.3 kcal per mole
HOMO-LUMO gap (alpha / beta) = 6.933 / 7.452 eV
calculated total energy = -941.977586 hartree
E_HOMO (alpha / beta) = -9.102 / -9.099 eV

Atoms and positions in Å:
C (1.71, 2.70, -2.20)
C (0.43, 2.13, -1.63)
C (-0.39, 1.46, -2.41)
C (-1.74, 0.91, -2.03)
C (-1.75, -0.55, -1.57)
C (-1.38, -0.92, -0.08)
C (0.17, -1.04, 0.08)
C (0.63, -1.69, 1.40)
C (1.97, -0.92, 1.28)
C (1.28, 0.07, 0.26)
C (0.91, 1.44, 0.81)
C (0.15, 2.39, -0.15)
C (2.51, -0.32, 2.55)
C (2.98, -1.80, 0.55)
C (-2.15, -0.11, 1.03)
O (-3.42, 0.28, 0.56)
O (-1.68, -2.25, 0.09)
O (-3.55, -2.35, -0.30)
N (-3.85, -3.21, 0.61)
O (-5.07, -3.64, 0.54)
H (2.30, 3.22, -1.43)
H (2.34, 1.91, -2.64)
H (1.49, 3.43, -3.00)
H (-0.11, 1.29, -3.47)
H (-2.25, 1.53, -1.27)
H (-2.35, 0.91, -2.95)
H (-2.76, -0.95, -1.68)
H (-1.08, -1.16, -2.21)
H (0.51, -1.67, -0.78)
H (-0.02, -1.41, 2.25)
H (0.67, -2.79, 1.31)
H (1.85, 0.16, -0.68)
H (0.34, 1.36, 1.75)
H (1.87, 1.92, 1.07)
H (0.46, 3.43, 0.07)
H (-0.94, 2.36, 0.03)
H (3.33, 0.35, 2.29)
H (1.74, 0.24, 3.09)
H (2.90, -1.12, 3.19)
H (3.87, -1.21, 0.28)
H (3.31, -2.63, 1.19)
H (2.58, -2.24, -0.38)
H (-2.26, -0.77, 1.91)
H (-1.58, 0.79, 1.33)
H (-3.98, 0.50, 1.33)

***

[2]
Computed, not measured: C15H25NO6 as an isolated structure in a non-equilibrium geometry, with the ωB97M-V functional and the def2-TZVPD basis.

Computed properties:
LUMO level (alpha / beta) = -2.09 / -2.19 eV
energy above the lowest of the compared OMol25 structures with the same formula, charge and spin = 188.1 kcal per mole
HOMO-LUMO gap (alpha / beta) = 7.010 / 6.907 eV
calculated total energy = -1092.317737 hartree
E_HOMO (alpha / beta) = -9.102 / -9.102 eV

Atoms and positions in Å:
N (1.97, -2.65, 4.34)
O (1.44, -3.72, 4.07)
O (1.13, -1.54, 4.41)
O (3.14, -2.43, 4.64)
C (-0.12, 3.22, -2.65)
C (0.53, 1.92, -2.27)
C (1.65, 1.92, -1.53)
C (2.49, 0.73, -1.22)
C (2.41, 0.13, 0.20)
C (1.21, -0.87, 0.52)
C (-0.10, -0.12, 0.85)
C (-1.28, -0.83, 1.51)
C (-2.25, 0.10, 0.74)
C (-1.05, 0.51, -0.21)
C (-1.11, -0.01, -1.61)
C (-0.16, 0.62, -2.67)
C (-3.45, -0.58, 0.10)
C (-2.67, 1.30, 1.58)
C (1.09, -1.94, -0.57)
O (2.15, -2.83, -0.37)
O (1.59, -1.69, 1.65)
O (1.53, -0.93, 2.88)
H (-1.02, 3.08, -3.25)
H (-0.38, 3.82, -1.77)
H (0.58, 3.85, -3.24)
H (2.04, 2.88, -1.17)
H (2.38, -0.06, -1.96)
H (3.54, 1.05, -1.33)
H (3.31, -0.48, 0.37)
H (2.38, 0.93, 0.95)
H (0.21, 0.73, 1.48)
H (-1.45, -1.88, 1.23)
H (-1.35, -0.69, 2.60)
H (-0.89, 1.60, -0.21)
H (-1.00, -1.11, -1.61)
H (-2.14, 0.15, -1.96)
H (-0.77, 0.82, -3.56)
H (0.58, -0.12, -2.99)
H (-3.99, 0.12, -0.56)
H (-3.15, -1.48, -0.45)
H (-4.13, -0.88, 0.90)
H (-3.23, 2.03, 0.97)
H (-3.34, 0.96, 2.38)
H (-1.82, 1.81, 2.05)
H (0.13, -2.48, -0.52)
H (1.14, -1.56, -1.60)
H (2.23, -3.44, -1.12)

***

[3]
Computed, not measured: a 4-piece molecular cluster, C15H26BrNO9 overall in a non-equilibrium geometry, with the ωB97M-V functional and the def2-TZVPD basis.

Computed properties:
LUMO level = 2.78 eV
energy above the lowest of the compared OMol25 structures with the same formula, charge and spin = 0.0 kcal per mole
HOMO-LUMO gap = 1.426 eV
net charge = -2
calculated total energy = -3893.042142 hartree
E_HOMO = 1.355 eV

Atoms and positions in Å:
O (-7.24, -2.61, -7.01)
C (-6.83, -3.08, -6.04)
Br (-5.07, -4.07, -6.14)
C (-7.61, -3.01, -4.66)
N (-7.75, -1.70, -4.15)
C (-6.50, -1.19, -3.69)
O (-5.98, -0.25, -4.39)
O (-5.93, -1.60, -2.60)
H (-8.64, -3.37, -4.90)
H (-7.20, -3.74, -3.91)
O (-0.65, 1.22, -1.46)
C (-1.84, 1.20, -1.22)
O (-2.72, 1.30, -2.20)
C (-4.15, 1.10, -2.02)
C (-4.82, 2.38, -1.56)
C (-2.33, 1.15, 0.21)
H (-4.35, 0.26, -1.36)
H (-4.54, 0.80, -3.00)
H (-4.44, 2.70, -0.59)
H (-5.89, 2.23, -1.48)
H (-4.62, 3.18, -2.27)
H (-2.35, 2.16, 0.62)
H (-1.64, 0.55, 0.80)
H (-3.31, 0.70, 0.32)
O (2.84, 2.79, 4.34)
C (2.85, 2.84, 3.13)
O (1.73, 3.13, 2.47)
C (1.68, 3.40, 1.06)
C (1.56, 2.13, 0.25)
C (4.09, 2.47, 2.35)
H (2.54, 4.01, 0.75)
H (0.79, 4.02, 0.90)
H (2.42, 1.48, 0.39)
H (1.47, 2.36, -0.81)
H (0.68, 1.56, 0.56)
H (4.12, 1.39, 2.22)
H (4.96, 2.80, 2.92)
H (4.16, 2.96, 1.38)
O (3.47, -0.88, 2.48)
C (4.40, -1.55, 2.82)
O (5.65, -1.16, 2.51)
C (6.83, -1.77, 3.03)
C (7.24, -2.97, 2.21)
C (4.19, -2.87, 3.52)
H (6.71, -2.00, 4.09)
H (7.61, -1.01, 2.97)
H (6.48, -3.75, 2.24)
H (8.18, -3.39, 2.59)
H (7.38, -2.69, 1.17)
H (4.03, -3.65, 2.78)
H (3.32, -2.79, 4.16)
H (5.02, -3.16, 4.17)

***

[4]
Computed, not measured: C15H26ClF2NO6PS2Si as an isolated structure, with the ωB97M-V functional and the def2-TZVPD basis.

Computed properties:
LUMO level = 2.60 eV
HOMO-LUMO gap = 8.541 eV
net charge = -1
calculated total energy = -3180.625694 hartree
E_HOMO = -5.940 eV

Atoms and positions in Å:
C (5.14, -1.45, 0.49)
Si (3.50, -1.22, -0.41)
C (2.33, -2.54, 0.22)
C (3.86, -1.53, -2.24)
C (3.11, -0.68, -3.28)
C (1.92, -1.34, -3.97)
F (1.77, -2.64, -3.59)
F (2.13, -1.37, -5.33)
S (0.31, -0.42, -3.69)
O (0.02, 0.17, -4.97)
O (0.56, 0.49, -2.59)
N (-0.74, -1.56, -3.34)
S (-1.28, -1.63, -1.84)
O (-2.40, -2.54, -1.81)
O (-0.25, -1.84, -0.84)
P (-2.02, 0.35, -1.16)
O (-3.49, -0.18, -0.63)
Cl (-2.64, 1.16, -2.95)
C (2.87, 0.51, -0.09)
C (3.74, 1.62, -0.13)
C (3.26, 2.91, 0.07)
C (1.90, 3.12, 0.32)
C (1.03, 2.04, 0.37)
C (1.51, 0.74, 0.17)
H (5.84, -0.64, 0.27)
H (5.62, -2.38, 0.15)
H (5.01, -1.52, 1.57)
H (2.87, -3.49, 0.18)
H (1.99, -2.38, 1.24)
H (1.47, -2.63, -0.44)
H (3.74, -2.60, -2.43)
H (4.93, -1.31, -2.37)
H (2.79, 0.28, -2.86)
H (3.81, -0.43, -4.09)
H (-4.18, 0.17, -1.22)
H (4.80, 1.47, -0.32)
H (3.93, 3.76, 0.04)
H (1.51, 4.13, 0.46)
H (-0.03, 2.19, 0.55)
H (0.81, -0.10, 0.18)
C (-5.40, 2.49, 4.01)
C (-4.12, 2.03, 3.33)
O (-3.58, 0.84, 3.86)
C (-4.40, -0.31, 3.78)
C (-4.83, -0.67, 2.38)
H (-5.25, 2.62, 5.08)
H (-5.73, 3.44, 3.58)
H (-6.21, 1.77, 3.87)
H (-3.34, 2.79, 3.48)
H (-4.27, 1.94, 2.25)
H (-5.28, -0.19, 4.44)
H (-3.80, -1.11, 4.20)
H (-5.46, 0.10, 1.92)
H (-5.42, -1.60, 2.40)
H (-3.97, -0.82, 1.73)

***

[5]
Computed, not measured: C15H26F2O6SSb as an isolated structure in a non-equilibrium geometry, with the ωB97M-V functional and the def2-TZVPD basis.

Computed properties:
LUMO level = 2.63 eV
HOMO-LUMO gap = 8.705 eV
net charge = -1
calculated total energy = -1876.630344 hartree
E_HOMO = -6.071 eV

Atoms and positions in Å:
C (5.81, 2.56, 3.45)
C (5.02, 2.55, 2.54)
C (4.10, 2.58, 1.29)
C (2.72, 1.84, 1.50)
C (1.63, 2.24, 0.40)
Sb (-0.17, 1.05, 0.84)
F (-0.68, 2.53, 2.17)
C (0.37, -0.58, -0.55)
C (1.89, -1.02, -0.51)
C (2.23, -2.08, 0.63)
C (2.29, -3.57, 0.14)
O (3.15, -3.78, -1.02)
C (2.30, -4.16, -2.07)
O (2.51, -5.10, -2.79)
C (-1.21, 2.04, -0.82)
C (-2.22, 1.12, -1.62)
O (-3.56, 1.68, -1.65)
C (-4.47, 0.79, -2.21)
O (-5.07, 1.15, -3.20)
C (-4.81, -0.61, -1.62)
C (-5.83, -0.45, -0.39)
S (-2.32, -0.09, 1.57)
O (-2.30, -0.27, 3.03)
O (-3.46, 0.80, 1.29)
F (-2.60, -1.56, 0.80)
H (6.43, 2.59, 4.36)
H (3.90, 3.66, 1.08)
H (4.66, 2.06, 0.47)
H (2.34, 2.07, 2.54)
H (2.92, 0.73, 1.50)
H (2.04, 2.02, -0.62)
H (1.49, 3.35, 0.49)
H (0.59, 0.24, 2.20)
H (0.14, -0.36, -1.63)
H (-0.23, -1.52, -0.32)
H (2.63, -0.19, -0.47)
H (2.08, -1.56, -1.49)
H (3.27, -1.82, 0.99)
H (1.49, -2.00, 1.48)
H (1.25, -3.96, -0.12)
H (2.69, -4.24, 0.95)
H (1.36, -3.55, -2.24)
H (-1.81, 2.95, -0.52)
H (-0.46, 2.42, -1.57)
H (-1.88, 1.10, -2.71)
H (-2.23, 0.05, -1.29)
H (-3.93, -1.19, -1.24)
H (-5.33, -1.28, -2.35)
H (-6.87, -0.67, -0.75)
H (-5.56, -1.19, 0.41)
H (-5.80, 0.62, -0.05)

***

[6]
Computed, not measured: C15H26GaN as an isolated structure in a non-equilibrium geometry, with the ωB97M-V functional and the def2-TZVPD basis.

Computed properties:
LUMO level (alpha / beta) = -8.97 / -8.99 eV
HOMO-LUMO gap (alpha / beta) = 6.587 / 6.564 eV
net charge = +2
calculated total energy = -2566.031229 hartree
E_HOMO (alpha / beta) = -15.553 / -15.556 eV

Atoms and positions in Å:
C (0.87, 2.41, 0.44)
H (1.26, 3.14, 1.16)
H (1.61, 2.34, -0.37)
H (2.15, -0.26, 1.37)
C (-0.46, 2.96, -0.12)
H (-0.93, 2.19, -0.75)
H (-1.15, 3.14, 0.72)
C (-0.16, 4.24, -0.91)
H (-1.08, 4.76, -1.20)
H (0.46, 4.92, -0.32)
H (0.40, 4.00, -1.82)
C (-0.84, -2.06, -0.52)
C (-1.24, -1.03, -1.42)
C (-0.08, -0.48, -2.00)
C (1.05, -1.17, -1.48)
C (0.57, -2.15, -0.56)
C (1.40, -3.09, 0.23)
C (2.46, -0.93, -1.85)
C (-0.01, 0.59, -3.03)
C (-2.64, -0.64, -1.71)
C (-1.74, -2.93, 0.27)
Ga (0.94, 0.71, 1.38)
H (3.14, -1.22, -1.03)
H (2.70, -1.52, -2.74)
H (2.65, 0.13, -2.10)
H (2.40, -2.69, 0.43)
H (0.91, -3.33, 1.18)
H (1.53, -4.04, -0.32)
H (-2.69, -2.43, 0.47)
H (-1.97, -3.87, -0.25)
H (-1.27, -3.20, 1.23)
H (-2.70, 0.39, -2.09)
H (-3.10, -1.30, -2.47)
H (-3.24, -0.71, -0.79)
H (0.80, 1.30, -2.81)
H (0.18, 0.16, -4.02)
H (-0.96, 1.15, -3.08)
C (-0.24, -0.01, 5.63)
C (-0.18, 0.26, 4.22)
N (-0.02, 0.47, 3.08)
H (0.64, -0.60, 5.93)
H (-1.17, -0.56, 5.85)
H (-0.23, 0.95, 6.19)

***

[7]
Computed, not measured: C15H26GaN6O7 as an isolated structure in a non-equilibrium geometry, with the ωB97M-V functional and the def2-TZVPD basis.

Computed properties:
LUMO level (alpha / beta) = -6.47 / -6.47 eV
energy above the lowest of the compared OMol25 structures with the same formula, charge and spin = 33.1 kcal per mole
HOMO-LUMO gap (alpha / beta) = 4.743 / 4.767 eV
net charge = +1
calculated total energy = -3366.658040 hartree
E_HOMO (alpha / beta) = -11.212 / -11.233 eV

Atoms and positions in Å:
O (-0.58, -1.29, -4.24)
H (-0.61, -1.28, -5.22)
Ga (-0.58, 0.29, -1.51)
N (1.01, -1.05, -1.50)
N (-1.32, -1.59, -0.73)
N (0.27, 2.03, -0.95)
N (-1.83, 1.09, 0.03)
O (2.19, -0.67, -1.58)
O (1.51, 2.50, -1.43)
O (-2.69, 0.43, 0.81)
O (-2.31, -1.86, 0.07)
C (-0.61, -2.66, -1.15)
C (0.66, -2.35, -1.68)
C (-0.42, 2.91, -0.24)
C (-1.58, 2.36, 0.37)
C (1.58, -3.28, -2.38)
H (1.54, -3.11, -3.47)
H (1.30, -4.32, -2.19)
H (2.61, -3.12, -2.05)
C (-1.15, -4.01, -0.90)
H (-2.16, -4.08, -1.33)
H (-1.21, -4.21, 0.17)
H (-0.52, -4.79, -1.36)
C (0.06, 4.31, -0.07)
C (-2.36, 3.09, 1.40)
H (0.74, 4.61, -0.87)
H (0.57, 4.44, 0.89)
H (-0.79, 4.99, -0.08)
H (-2.96, 2.36, 1.95)
H (-3.03, 3.84, 0.94)
H (-1.69, 3.63, 2.09)
H (1.82, 1.83, -2.07)
H (-2.58, -0.59, 0.53)
C (-2.16, 0.05, -2.97)
H (-1.91, -0.80, -3.67)
H (-2.14, 1.00, -3.52)
H (-3.13, -0.08, -2.44)
O (0.42, 0.65, -3.05)
H (-0.13, -0.44, -3.92)
H (0.33, 1.43, -3.60)
N (1.95, -0.45, 5.95)
C (2.60, 0.03, 4.85)
O (3.72, 0.51, 4.92)
C (1.86, -0.06, 3.54)
C (0.60, -0.65, 3.37)
C (0.01, -0.67, 2.09)
N (0.61, -0.14, 1.02)
C (1.82, 0.40, 1.17)
C (2.48, 0.46, 2.39)
H (2.41, -0.35, 6.83)
H (0.99, -0.77, 5.94)
H (0.03, -1.11, 4.19)
H (-0.96, -1.15, 1.94)
H (2.30, 0.80, 0.28)
H (3.45, 0.92, 2.42)

***

[8]
Computed, not measured: C15H26ILaN4O2 as an isolated structure in a non-equilibrium geometry, with the ωB97M-V functional and the def2-TZVPD basis.

Computed properties:
LUMO level (alpha / beta) = 3.89 / 3.89 eV
HOMO-LUMO gap (alpha / beta) = 1.461 / 1.461 eV
net charge = -2
calculated total energy = -1285.607554 hartree
E_HOMO (alpha / beta) = 2.429 / 2.427 eV

Atoms and positions in Å:
C (0.23, 0.09, -6.36)
I (0.29, 0.47, -4.17)
H (-0.70, -0.49, -6.53)
H (1.14, -0.47, -6.64)
H (0.21, 1.07, -6.89)
C (-1.42, 3.87, 1.12)
C (-2.48, 3.44, 0.41)
N (-2.02, 2.35, -0.34)
C (-0.72, 2.03, 0.00)
N (-0.37, 2.99, 0.88)
H (-1.36, 4.77, 1.71)
H (-3.42, 3.95, 0.27)
C (2.02, -3.96, 0.45)
C (0.95, -2.04, -0.14)
N (1.87, -2.60, 0.68)
H (1.10, -5.22, -1.06)
N (0.54, -3.09, -0.93)
H (2.75, -4.60, 0.93)
La (-0.97, -0.62, -0.10)
C (0.55, 1.22, -0.89)
O (1.42, 1.97, -1.13)
C (1.19, -4.28, -0.56)
C (-0.35, -2.94, -2.07)
H (-1.33, -3.43, -1.86)
H (0.11, -3.37, -2.96)
H (-0.48, -1.88, -2.42)
C (2.64, -1.86, 1.65)
H (3.64, -2.27, 1.67)
H (2.22, -1.93, 2.67)
H (2.78, -0.80, 1.37)
C (0.98, 3.30, 1.30)
H (1.19, 4.39, 1.18)
H (1.76, 2.78, 0.73)
H (1.12, 3.03, 2.35)
C (-2.70, 1.85, -1.51)
H (-2.05, 1.28, -2.20)
H (-3.02, 2.70, -2.14)
H (-3.54, 1.19, -1.21)
C (-0.26, -0.69, 4.19)
C (-1.25, -1.48, 3.31)
C (-2.71, -1.17, 3.65)
O (-0.95, -1.28, 1.91)
H (-0.47, 0.40, 4.17)
H (0.77, -0.76, 3.80)
H (-0.26, -0.89, 5.32)
H (-1.09, -2.54, 3.58)
H (-2.85, -0.09, 3.77)
H (-3.36, -1.45, 2.82)
H (-3.08, -1.65, 4.58)

***

[9]
Computed, not measured: C15H26N4O10PPtS2 as an isolated structure, with the ωB97M-V functional and the def2-TZVPD basis.

Computed properties:
LUMO level (alpha / beta) = 2.03 / 1.73 eV
⟨S²⟩ = 2.007
HOMO-LUMO gap (alpha / beta) = 6.577 / 7.482 eV
net charge = -1
2S+1 = 3
calculated total energy = -2815.757869 hartree
E_HOMO (alpha / beta) = -4.546 / -5.751 eV

Atoms and positions in Å:
Pt (1.45, -1.58, -0.16)
O (5.49, -0.03, -0.26)
S (4.16, -0.57, -0.30)
O (3.38, 0.22, -1.45)
O (4.04, -1.98, -0.61)
O (3.35, -0.22, 0.91)
C (3.87, 2.89, 1.20)
C (3.59, 2.67, -0.27)
O (2.26, 2.16, -0.45)
P (1.74, 0.69, -0.92)
O (1.21, 0.87, -2.43)
C (0.81, 2.13, -2.95)
C (1.94, 2.79, -3.71)
O (0.17, 1.21, -0.22)
C (0.16, 1.32, 1.19)
C (-0.11, 2.75, 1.62)
H (4.85, 3.34, 1.32)
H (3.86, 1.94, 1.73)
H (3.12, 3.56, 1.64)
H (4.33, 2.01, -0.71)
H (3.61, 3.62, -0.81)
H (0.46, 2.77, -2.13)
H (-0.04, 1.93, -3.61)
H (2.72, 3.13, -3.04)
H (1.57, 3.65, -4.28)
H (2.38, 2.07, -4.41)
H (1.12, 0.98, 1.61)
H (-0.61, 0.65, 1.59)
H (0.66, 3.41, 1.23)
H (-0.14, 2.83, 2.71)
H (-1.08, 3.10, 1.23)
C (-4.68, -2.23, 1.85)
C (-3.28, -2.75, 1.65)
C (-3.02, -3.78, 0.74)
C (-1.73, -4.23, 0.53)
C (-0.68, -3.67, 1.24)
C (-0.91, -2.66, 2.16)
C (-2.21, -2.21, 2.36)
S (0.99, -4.16, 0.83)
O (1.85, -3.24, 1.58)
O (1.11, -5.56, 1.13)
O (1.11, -3.82, -0.61)
H (-5.29, -2.42, 0.97)
H (-4.68, -1.16, 2.04)
H (-5.16, -2.72, 2.70)
H (-3.84, -4.19, 0.17)
H (-1.53, -5.00, -0.20)
H (-0.08, -2.22, 2.68)
H (-2.39, -1.40, 3.06)
N (-4.63, 0.64, -1.03)
C (-3.30, 0.30, -1.04)
N (-2.40, 1.28, -0.90)
N (-3.02, -0.97, -1.21)
C (-1.73, -1.26, -1.26)
N (-0.61, -1.54, -1.32)
H (-4.89, 1.47, -0.52)
H (-5.25, -0.14, -0.93)
H (-2.70, 2.23, -0.93)
H (-1.37, 1.10, -0.99)

***

Number 9 is which compound? C15H26N4O10PPtS2

***

Which of these has the lowest calculated total energy? C15H26BrNO9